93
Properties=species:S:1:pos:R:3:forces:R:3 method="wB97M-V/def2-TZVPD" homo_energy_ev=-10.98 lumo_ev=-3.5 charge=+1
Hg -10.03167 -23.89366 0.66622 -0.445 0.680 -0.403
P -7.18978 -24.61291 -1.92866 1.274 -0.521 -2.195
F -6.79987 -23.11095 -1.49915 -0.176 -0.129 0.280
F -8.45179 -24.61919 -0.90342 -0.091 0.213 0.251
F -8.12643 -23.97646 -3.13457 -0.041 -0.058 0.740
F -7.70475 -26.07980 -2.40331 0.258 -0.015 0.522
F -5.96918 -24.71389 -2.95481 0.044 0.427 -0.181
F -6.20340 -25.19906 -0.78346 -0.841 -0.085 0.079
N -12.23625 -27.76077 -5.17626 1.037 0.131 -0.229
C -11.27535 -27.25435 -4.36953 -0.493 -0.107 -0.430
C -10.68748 -26.01811 -4.58163 0.003 -0.258 -0.272
C -10.94533 -25.36525 -5.78639 0.504 0.443 0.806
C -11.80383 -25.92326 -6.68999 -0.610 -0.915 -0.283
C -12.44101 -27.12458 -6.32569 -0.122 0.562 0.311
H -10.94369 -27.93533 -3.59562 -0.208 0.270 0.435
H -9.99575 -25.54856 -3.89410 0.119 -0.341 0.133
H -10.39815 -24.44000 -5.92619 -0.227 0.084 -0.452
H -12.02052 -25.51563 -7.66752 0.127 0.193 0.049
H -13.17425 -27.56273 -6.99128 -0.042 -0.039 -0.014
N -11.54768 -22.86387 -0.97050 0.378 -0.421 0.473
C -10.97450 -22.94241 -2.17936 -0.463 0.891 0.183
C -11.69450 -22.66825 -3.32811 0.603 -0.213 -0.946
C -12.98927 -22.21609 -3.27485 -0.381 0.241 1.610
C -13.53753 -22.02172 -1.99077 0.290 -0.830 -1.046
C -12.81237 -22.44355 -0.87762 -0.847 0.512 -0.599
H -9.90049 -23.05277 -2.22534 -0.034 -0.530 0.008
H -11.19216 -22.79163 -4.27705 0.024 0.060 0.009
H -13.60264 -21.98078 -4.13196 0.258 -0.039 -0.214
H -14.56106 -21.67512 -1.98206 0.024 0.084 0.683
H -13.30446 -22.39345 0.08463 0.338 -0.108 0.223
N -11.06967 -26.04993 0.27144 -0.505 -1.607 0.030
C -10.39006 -27.09141 -0.26760 0.844 0.613 0.277
C -10.65275 -28.42498 -0.00596 -0.320 0.102 -0.121
C -11.70792 -28.77118 0.83340 -0.018 0.145 0.289
C -12.47439 -27.74650 1.37256 1.299 0.041 -0.846
C -12.10326 -26.44700 1.01918 -1.545 0.380 1.168
H -9.51030 -26.82183 -0.83904 -0.076 -0.022 -0.208
H -10.01535 -29.16624 -0.46494 -0.028 -0.068 0.021
H -11.91953 -29.79309 1.11955 0.129 -0.087 -0.214
H -13.25897 -27.94031 2.08655 -0.201 0.164 -0.146
H -12.78528 -25.71540 1.44794 0.475 0.570 -0.185
N -8.98273 -21.78162 0.54946 0.088 1.300 1.035
C -9.60978 -20.60968 0.28421 -0.379 -1.139 -0.503
C -9.04303 -19.35818 0.41102 0.305 -0.621 -0.023
C -7.71810 -19.30006 0.82508 -1.043 0.212 0.469
C -7.06507 -20.48856 1.13728 0.582 1.670 -0.002
C -7.73842 -21.66506 1.06241 -0.162 -1.297 -0.920
H -10.62011 -20.72335 -0.08507 -0.024 0.093 -0.010
H -9.64834 -18.50175 0.15592 0.144 0.147 0.110
H -7.31644 -18.32173 1.05525 0.514 -0.128 -0.359
H -6.02265 -20.41264 1.41393 -0.074 -0.441 0.314
H -7.23442 -22.58796 1.31693 -0.046 0.020 0.047
N -8.73003 -25.05468 2.11034 0.805 -0.593 1.792
C -9.28543 -25.67013 3.17665 -0.667 -0.708 0.069
C -8.59346 -26.45470 4.09549 0.588 1.017 -0.596
C -7.21654 -26.57782 3.91642 0.439 -0.302 0.262
C -6.56903 -25.90484 2.88730 -1.488 -0.439 0.725
C -7.38762 -25.15483 2.07187 0.855 0.794 -1.576
H -10.36420 -25.62105 3.26502 -0.021 0.209 -0.029
H -9.07646 -26.83934 4.97967 -0.196 -0.241 -0.175
H -6.62154 -27.18893 4.58479 -0.149 -0.010 0.116
H -5.50624 -25.96041 2.72557 0.014 0.149 -0.062
H -6.85305 -24.62047 1.29798 -0.401 0.026 -0.271
N -0.34799 -25.68352 -0.23954 0.116 -0.107 0.934
C -1.65522 -25.88738 0.05877 2.005 0.372 -1.290
C -2.57518 -25.75967 -0.95009 -1.760 -0.377 0.455
C -2.20782 -25.44481 -2.24233 0.253 -0.170 -0.442
C -0.87637 -25.26404 -2.52136 0.595 0.641 0.132
C 0.03641 -25.36389 -1.46440 -0.854 -0.327 -0.185
H -1.83175 -26.16557 1.08611 -0.423 0.031 0.023
H -3.63599 -25.90013 -0.75757 0.069 -0.083 0.134
H -2.94048 -25.40334 -3.03873 -0.096 0.133 0.150
H -0.54114 -24.94445 -3.49985 0.021 -0.247 -0.059
H 1.09548 -25.22671 -1.64138 0.064 0.058 0.128
C -3.66939 -22.78086 -0.07974 0.192 -1.005 -0.568
N -4.21022 -22.92802 1.28533 0.206 0.058 -0.267
O -4.28835 -21.96858 2.01369 -0.152 0.425 0.102
O -4.48928 -24.06246 1.61126 -0.255 -0.329 0.221
H -3.58405 -21.76160 -0.43009 0.040 0.111 0.385
H -4.26732 -23.40827 -0.74040 -0.352 0.304 0.095
H -2.74013 -23.35049 -0.03790 0.314 0.545 -0.034
C -6.90930 -21.51638 -4.46073 0.816 -0.415 -0.506
N -8.22246 -21.13281 -3.93138 -0.041 -0.364 0.218
O -9.17014 -21.26097 -4.67130 -0.359 0.052 -0.396
O -8.30201 -20.77358 -2.77866 0.041 0.287 0.403
H -6.66942 -20.89834 -5.32266 -0.139 0.202 0.122
H -6.98591 -22.54204 -4.81673 -0.148 0.029 0.130
H -6.14951 -21.45823 -3.69028 -0.171 0.162 0.105
C -6.10629 -27.98298 -4.33496 0.072 -0.025 1.337
Cl -5.68816 -28.63577 -5.87942 0.226 -0.113 -0.584
Cl -4.69401 -27.54854 -3.30981 -0.032 -0.024 -0.401
H -6.73550 -27.10634 -4.42890 0.084 0.006 -0.068
H -6.57379 -28.75528 -3.73362 -0.331 0.039 -0.283

---

116
Properties=species:S:1:pos:R:3:forces:R:3 method="wB97M-V/def2-TZVPD" homo_energy_ev=-5.80 lumo_ev=0.6 charge=-1
C -2.19991 -2.25229 -0.95311 0.240 -0.012 -0.198
C -2.30381 -0.83119 -0.41313 -0.795 0.055 -0.227
Cl -2.88467 0.14674 -1.84751 0.187 -0.088 -0.008
C -3.31917 -0.68857 0.76466 1.265 0.355 -0.850
Cl -3.98482 0.98047 0.80835 0.089 -0.186 0.301
C -2.77503 -1.07399 2.16040 -2.244 -0.888 0.794
C -2.56759 -2.63097 2.33266 1.056 0.594 -0.057
O -3.77829 -3.31224 2.63979 -0.299 0.035 -0.129
N -4.41623 -3.73728 1.48017 0.061 0.629 -0.306
O -5.57898 -3.60061 1.55623 0.107 -0.546 0.258
O -3.91816 -0.85994 2.97228 0.548 0.884 0.070
P -3.57436 -0.33622 4.60611 -1.807 -0.251 1.004
F -3.79762 1.31063 4.23692 0.594 -0.145 -0.501
O -1.88995 -0.28063 4.21001 0.178 -0.826 -0.135
C -1.72703 -0.16977 2.82656 -0.136 1.800 -0.787
C -0.27761 -0.13161 2.32280 0.000 -0.677 0.524
C 0.24510 -1.48043 1.83334 0.697 -0.121 0.864
C 1.70072 -1.42621 1.33845 0.164 -0.028 -0.304
S 1.79977 -2.12621 -0.35477 -0.546 0.549 -0.502
C 2.88250 -1.01037 -1.25793 -0.273 -0.739 1.344
S 4.41346 -0.83406 -0.75509 -0.443 0.229 -0.051
N 2.22909 -0.41112 -2.37081 1.398 -0.031 -0.460
C 2.78261 -0.74535 -3.64806 -0.485 0.650 -0.375
C 3.67616 -1.78272 -3.86182 0.274 -0.440 0.483
C 4.16721 -2.07394 -5.12314 -0.285 0.315 -0.214
C 3.73388 -1.33811 -6.21271 0.176 -0.327 0.245
C 2.81123 -0.32531 -6.00968 0.138 0.116 -0.183
C 2.33699 -0.00120 -4.74732 0.904 -0.699 -0.176
C 2.01643 1.01188 -2.18099 -0.779 0.313 0.253
C 3.03054 1.94343 -2.02203 -0.097 -0.309 -0.119
C 2.69887 3.27467 -1.84916 0.553 0.850 -0.009
C 1.38870 3.72555 -1.80498 -0.044 -0.874 -0.775
C 0.37575 2.78850 -1.98575 0.113 0.044 -0.076
C 0.70295 1.45859 -2.17738 -0.300 -0.468 0.045
H -1.81456 -2.19152 -1.96711 0.109 -0.121 -0.053
H -3.17132 -2.74071 -0.99643 -0.099 0.039 0.080
H -1.51271 -2.88465 -0.39717 0.006 0.021 0.130
H -1.32809 -0.41568 -0.18778 0.050 0.107 0.127
H -4.15907 -1.32839 0.51493 -0.195 -0.036 0.179
H -2.07093 -3.08489 1.48047 -0.156 -0.303 0.009
H -1.93388 -2.73555 3.20861 -0.061 -0.180 0.128
H -3.58658 -1.73244 4.98296 0.619 -0.206 0.152
H -3.32152 0.06998 5.95123 0.334 -0.089 -0.105
H -5.00281 -0.37235 4.80652 0.111 0.000 0.004
H -2.10186 0.83910 2.60748 -0.087 -0.044 -0.334
H 0.33679 0.16209 3.17625 0.006 0.098 0.075
H -0.14788 0.67188 1.59575 -0.138 -0.132 -0.313
H 0.25605 -2.12425 2.71512 -0.207 -0.203 -0.047
H -0.41284 -1.95489 1.11680 0.065 0.100 -0.253
H 2.04478 -0.39560 1.30883 0.125 0.091 -0.187
H 2.38884 -1.98911 1.96052 -0.041 0.002 0.190
H 4.01875 -2.38083 -3.03102 -0.011 -0.030 0.059
H 4.88228 -2.86878 -5.27104 0.046 -0.118 0.136
H 4.12026 -1.59259 -7.18716 -0.088 0.183 -0.228
H 2.45892 0.21474 -6.87489 0.000 0.214 -0.045
H 1.63180 0.79345 -4.63724 -0.017 0.267 0.292
H 4.05629 1.62399 -2.04809 0.199 0.054 0.051
H 3.48291 4.03001 -1.71661 -0.359 -1.043 -0.634
H 1.16291 4.76298 -1.64502 0.053 0.208 -0.149
H -0.67182 3.04863 -1.96094 -0.075 0.184 0.008
H -0.08711 0.73429 -2.32713 -0.056 -0.077 0.033
C 5.06186 6.52017 0.35392 -0.256 0.108 -0.054
Cl 3.81048 5.39979 -0.19218 0.466 0.786 0.720
Cl 5.87083 7.26530 -1.02760 0.041 -0.022 0.008
Cl 4.39125 7.75346 1.42443 0.033 -0.041 0.019
H 5.79931 5.95811 0.90993 0.034 -0.004 -0.019
C 4.54780 2.75468 3.62316 -0.150 -0.125 -0.074
Cl 4.46739 1.31035 2.61085 0.016 -0.009 -0.007
Cl 5.31774 4.07822 2.73720 0.112 0.018 0.133
Cl 2.94905 3.22500 4.17583 0.091 -0.036 -0.036
H 5.15872 2.52951 4.48653 0.044 0.012 -0.012
C 6.11415 -2.83438 -10.60677 -0.019 0.023 0.115
Cl 6.41632 -1.10845 -10.39329 -0.040 -0.247 -0.238
Cl 7.30763 -3.78896 -9.72523 0.004 -0.002 -0.032
Cl 4.47971 -3.24872 -10.09281 -0.006 -0.002 -0.020
H 6.20744 -3.06539 -11.65894 0.002 -0.003 -0.013
C -1.75847 0.81924 -6.44865 0.008 -0.118 -0.041
Cl -2.21404 1.02414 -8.14703 0.018 0.039 0.022
Cl -2.75191 -0.41588 -5.68058 0.022 0.051 0.003
Cl -0.04348 0.42116 -6.29543 -0.881 0.061 -0.297
H -1.93477 1.75732 -5.93956 0.005 0.014 -0.007
C 7.72191 1.79967 -1.53948 -0.033 0.108 -0.156
Cl 6.54160 0.89919 -2.48143 0.363 0.060 -0.190
Cl 8.85253 2.66518 -2.58697 0.025 -0.018 0.024
Cl 6.90417 2.91506 -0.44521 -0.055 0.014 0.103
H 8.28690 1.09604 -0.94349 0.014 -0.001 0.012
C -8.31800 -3.28522 4.03177 0.090 -0.043 -0.077
Cl -8.80389 -3.93049 2.46224 -0.012 0.055 0.013
Cl -9.12439 -1.76064 4.37280 -0.069 0.019 0.078
Cl -8.62936 -4.47353 5.30207 -0.149 0.009 -0.038
H -7.25441 -3.08711 4.00070 0.094 -0.059 -0.020
C 7.16975 2.49505 -7.34876 0.030 -0.079 0.061
Cl 6.86592 1.25342 -8.56861 0.020 0.219 0.219
Cl 6.63914 1.95071 -5.76277 -0.011 0.037 -0.044
Cl 8.88393 2.92896 -7.31985 -0.024 0.037 -0.018
H 6.60442 3.37710 -7.61705 0.005 0.014 -0.004
C -7.74672 -0.21651 0.60849 0.136 -0.049 0.066
Cl -7.26269 -1.48984 -0.51683 0.068 0.033 -0.002
Cl -7.44515 1.37728 -0.06917 -0.112 0.081 -0.099
Cl -9.44323 -0.41499 1.05220 -0.026 0.074 -0.026
H -7.13829 -0.30659 1.50145 -0.004 -0.061 0.028
C -4.46005 -3.47676 7.44880 -0.046 -0.192 0.092
Cl -3.05447 -4.44490 7.90997 -0.025 0.025 -0.029
Cl -5.88940 -4.50053 7.25616 0.163 0.048 -0.007
Cl -4.77513 -2.22940 8.65184 0.031 0.155 0.063
H -4.24580 -2.99475 6.50263 0.034 0.119 -0.103
C -6.62308 -3.66533 11.68700 -0.012 -0.079 0.048
Cl -5.21885 -4.62900 12.14757 -0.014 0.041 -0.054
Cl -8.03715 -4.69604 11.45376 0.008 0.018 -0.021
Cl -6.95060 -2.42202 12.89694 0.001 0.028 -0.006
H -6.40606 -3.17331 10.74830 0.040 -0.019 -0.042
C -0.18676 5.35320 1.86342 0.157 -0.085 -0.056
Cl 0.56141 6.93047 1.55101 -0.058 -0.020 -0.009
Cl 0.43210 4.15721 0.71441 -0.370 0.252 0.855
Cl 0.08959 4.85485 3.52260 -0.147 0.017 0.118
H -1.25319 5.44986 1.70849 -0.002 -0.010 0.003

---

77
Properties=species:S:1:pos:R:3:forces:R:3 method="wB97M-V/def2-TZVPD" homo_energy_ev="-1.96 / -1.43" lumo_ev="2.5 / 2.5" charge=-1 e_above_lowest_kcal_mol=6.49
In -0.21534 0.02685 0.69033 0.490 0.344 1.859
N -0.69660 -2.17208 2.39529 0.590 -0.914 1.274
N 0.26695 -2.37236 -0.78164 -0.726 0.699 -2.015
C 2.07591 1.79152 0.26905 -0.213 -0.941 1.130
C 2.94600 0.71988 0.61040 -1.004 0.636 0.624
C 2.62146 0.26182 1.91784 -1.059 1.092 -0.294
C 3.25632 -0.87103 2.63235 0.220 -0.328 0.270
H 3.82888 -1.49821 1.94090 -0.019 -0.001 0.118
H 2.51852 -1.51739 3.12833 0.083 0.113 -0.101
H 3.94748 -0.51080 3.40808 -0.004 -0.159 -0.037
C 1.53085 1.03806 2.40734 0.915 0.054 -0.991
C 0.92113 0.96351 3.76047 -0.038 0.099 0.330
H 1.50279 1.58728 4.45517 -0.181 -0.159 0.144
H 0.88823 -0.06218 4.14406 0.124 0.079 -0.029
H -0.11269 1.32538 3.76802 0.080 0.020 -0.030
C 1.18846 2.00541 1.38605 0.576 -0.935 -0.220
C 0.27591 3.16730 1.56640 -0.027 0.380 0.075
H -0.53965 2.95639 2.26584 0.116 -0.016 -0.070
H -0.19121 3.46740 0.62363 0.030 0.046 0.059
H 0.84387 4.02488 1.95712 -0.182 0.038 -0.039
C 3.91940 0.03954 -0.26806 0.401 -0.462 -0.501
H 4.88575 -0.11068 0.24037 -0.161 0.070 -0.260
H 4.09057 0.59274 -1.20163 0.079 -0.082 0.222
H 3.55288 -0.96424 -0.55526 0.173 0.163 0.028
C 1.97346 2.52499 -1.01508 -0.050 0.312 -0.493
H 0.92599 2.60670 -1.34605 0.191 0.053 0.022
H 2.50576 2.00657 -1.82004 0.022 0.136 0.064
H 2.36705 3.55055 -0.93975 -0.023 -0.121 -0.138
C -1.36943 -2.54945 3.49204 -0.371 -0.674 -0.029
H -1.34678 -1.85717 4.34609 -0.356 -0.106 -0.482
C -2.05616 -3.77334 3.57555 0.384 0.599 -0.030
H -2.68856 -3.97246 4.43645 0.134 -0.073 -0.085
C -1.90480 -4.69823 2.53377 -0.067 0.120 -0.203
H -2.46864 -5.63712 2.53332 0.304 0.252 0.100
C -1.00793 -4.40500 1.51264 -0.277 0.931 0.013
H -0.75564 -5.10921 0.71956 -0.088 0.072 0.298
C -0.39103 -3.11730 1.46791 -0.984 -0.732 0.337
C 0.59783 -2.75194 0.50508 1.748 0.027 1.201
H 1.59949 -2.45915 0.85277 -0.726 0.357 -0.103
C 0.09556 -1.04966 -1.16783 1.265 -2.353 -1.941
C 0.17849 -3.23060 -1.87602 -0.010 0.723 0.916
H 0.27845 -4.28620 -1.71633 -0.036 -0.089 -0.152
C 0.02585 -2.45513 -2.95271 0.245 0.706 -0.826
H -0.07186 -2.69912 -3.99057 0.037 -0.038 -0.248
N 0.06532 -1.12074 -2.53608 -0.309 -0.307 0.126
C 0.17833 0.00515 -3.42185 0.222 0.555 -0.210
C 1.41554 0.33580 -4.01466 -0.375 0.104 0.033
C 1.49024 1.48447 -4.81869 -0.280 -0.039 0.097
H 2.45124 1.75713 -5.27228 -0.369 -0.176 0.143
C 0.38211 2.31233 -5.01535 0.037 -0.282 0.103
C 0.44556 3.52348 -5.90956 0.022 0.239 0.000
H 0.40535 4.45059 -5.32388 0.041 -0.146 -0.059
H -0.40820 3.54990 -6.59901 0.185 -0.062 0.127
H 1.36489 3.54181 -6.50327 -0.126 -0.026 0.105
C -0.81490 1.98764 -4.37605 0.102 -0.254 0.028
H -1.67006 2.66686 -4.46516 0.220 -0.348 -0.054
C -0.94373 0.82066 -3.61369 0.133 0.215 -0.207
C -2.26469 0.46841 -3.00519 -0.423 0.224 0.225
H -2.69916 -0.46230 -3.39686 0.294 0.132 0.047
H -2.97991 1.27296 -3.20728 0.064 -0.161 0.059
H -2.19455 0.37121 -1.91721 -0.082 -0.088 -0.184
C 2.66203 -0.48093 -3.82031 0.522 -0.150 0.076
H 2.78781 -1.25834 -4.58940 -0.222 0.147 0.165
H 2.72060 -0.97100 -2.84291 -0.194 0.096 -0.140
H 3.54519 0.16895 -3.90302 -0.246 -0.126 0.042
S -2.52133 1.07933 0.54904 -0.566 0.244 -1.037
C -3.20718 0.70993 2.07362 0.155 1.580 0.822
N -3.66015 -0.56316 2.33964 0.224 -0.955 -0.943
C -4.28874 -0.88301 3.51841 -0.715 0.337 1.248
C -4.54817 0.11667 4.43366 0.223 -1.208 -0.417
C -4.03605 1.40603 4.21801 -0.358 0.955 1.254
C -3.34973 1.68913 3.04519 0.508 -0.759 -1.327
H -3.46222 -1.28997 1.65668 0.002 0.410 0.332
H -4.52660 -1.93736 3.66512 -0.083 0.442 -0.058
H -5.10540 -0.11395 5.33688 0.167 -0.075 -0.096
H -4.13055 2.18323 4.98084 -0.106 -0.324 -0.211
H -2.89581 2.65234 2.82333 -0.270 -0.131 0.145

---

no.,total energy (Eh),F_max (eV/A)
1,-4033.45102,2.6
2,-19034.92222,2.5
3,-2087.52767,3.3